Entry one
Entry from OMol25: an isolated molecule of C8H7N3O (ωB97M-V/def2-TZVPD).

Each atom is followed by the atoms it is bonded to, with distances in Å.
Atoms and positions in Å:
1 C 2.136 -0.559 0.063  N16 1.320, N17 1.430, O19 1.210
2 C -0.173 2.068 -0.045  C3 1.456, H11 1.095, N18 1.325
3 C -1.153 0.995 -0.138  C2 1.456, C4 1.401, C8 1.394
4 C -2.534 0.860 0.057  C3 1.401, C5 1.361, H12 1.007
5 C -3.130 -0.363 0.090  C4 1.361, C6 1.455, H13 1.119
6 C -2.296 -1.552 0.008  C5 1.455, C7 1.362, H14 1.117
7 C -0.941 -1.425 -0.068  C6 1.362, C8 1.410, H15 1.130
8 C -0.351 -0.145 -0.094  C3 1.394, C7 1.410, N17 1.411
9 H 4.062 -0.530 -0.333  N16 1.197
10 H 3.422 1.137 -0.080  N16 1.132
11 H -0.386 3.141 -0.054  C2 1.095
12 H -3.141 1.647 0.219  C4 1.007
13 H -4.238 -0.376 0.248  C5 1.119
14 H -2.717 -2.576 0.155  C6 1.117
15 H -0.184 -2.237 0.141  C7 1.130
16 N 3.261 0.086 0.308  C1 1.320, H9 1.197, H10 1.132
17 N 0.988 0.291 -0.013  C1 1.430, C8 1.411, N18 1.407
18 N 1.098 1.694 -0.063  C2 1.325, N17 1.407
19 O 2.050 -1.747 -0.146  C1 1.210

Computed properties:
**LUMO**: 0.39 eV
**Total charge**: 0
**Orbital gap**: 9.319 eV
**HOMO**: -8.93 eV



Entry two
Entry from OMol25: an isolated molecule of C8H7N3O (ωB97M-V/def2-TZVPD).

Each atom is followed by the atoms it is bonded to, with distances in Å.
Atoms and positions in Å:
1 C 3.353 0.042 0.126  H9 1.120, H10 1.223, H11 1.254, N16 1.507
2 C -0.548 -0.993 -0.121  C3 1.477, C7 1.365, N18 1.362
3 C -1.941 -1.376 0.190  C2 1.477, C4 1.374, H12 0.962
4 C -2.911 -0.404 0.153  C3 1.374, C5 1.386, H13 1.104
5 C -2.733 0.955 -0.051  C4 1.386, C6 1.317, H14 1.180
6 C -1.496 1.375 -0.215  C5 1.317, C7 1.426, H15 1.072
7 C -0.490 0.365 -0.246  C2 1.365, C6 1.426, C8 1.545
8 C 0.992 0.793 -0.155  C7 1.545, N16 1.490, O19 1.203
9 H 3.400 0.471 -0.907  C1 1.120
10 H 3.983 0.845 0.799  C1 1.223
11 H 3.996 -1.016 0.328  C1 1.254
12 H -2.209 -2.285 0.356  C3 0.962
13 H -3.883 -0.746 0.549  C4 1.104
14 H -3.583 1.773 -0.100  C5 1.180
15 H -1.035 2.339 -0.297  C6 1.072
16 N 1.895 -0.312 0.272  C1 1.507, C8 1.490, N17 1.492
17 N 1.501 -1.670 -0.207  N16 1.492, N18 1.324
18 N 0.252 -2.055 -0.419  C2 1.362, N17 1.324
19 O 1.458 1.897 -0.053  C8 1.203

Computed properties:
**LUMO**: -0.53 eV
**Total charge**: 0
**Orbital gap**: 8.994 eV
**HOMO**: -9.53 eV



Result of the stability comparison: entry two is the least stable of them.



Entry one
Entry from OMol25: an isolated molecule of C4H6FNOS (ωB97M-V/def2-TZVPD).

Each atom is followed by the atoms it is bonded to, with distances in Å.
Atoms and positions in Å:
1 C 0.786 1.104 -0.504  H6 1.085, N11 1.333, O12 1.230
2 C -0.491 -0.475 0.819  C3 1.351, C4 1.490, N11 1.388
3 C -1.463 -1.413 0.802  C2 1.351, H7 1.029, H8 1.072
4 C -0.406 0.420 2.007  C2 1.490, H9 1.066, H10 1.102, F13 1.354
5 H 0.969 -0.422 -2.473  S14 1.393
6 H 0.689 1.808 0.316  C1 1.085
7 H -1.632 -2.071 0.030  C3 1.029
8 H -2.127 -1.618 1.618  C3 1.072
9 H 0.604 0.494 2.341  C4 1.066
10 H -1.035 -0.002 2.807  C4 1.102
11 N 0.226 -0.089 -0.305  C1 1.333, C2 1.388, S14 1.751
12 O 1.420 1.375 -1.522  C1 1.230
13 F -0.936 1.631 1.714  C4 1.354
14 S 0.466 -1.316 -1.531  H5 1.393, N11 1.751

Computed properties:
**LUMO**: 0.63 eV
**Total charge**: 0
**Orbital gap**: 9.495 eV
**HOMO**: -8.87 eV



Entry two
Entry from OMol25: an isolated molecule of C4H6FNOS (ωB97M-V/def2-TZVPD).

Each atom is followed by the atoms it is bonded to, with distances in Å.
Atoms and positions in Å:
1 C -0.485 0.166 0.441  C2 1.488, C3 1.539, H6 1.065, N11 1.474
2 C 0.271 1.421 0.701  C1 1.488, H7 1.152, H8 1.102, F13 1.397
3 C 0.069 -1.203 0.876  C1 1.539, C4 1.553, H9 1.083, H10 1.157
4 C 0.241 -1.475 -0.642  C3 1.553, N11 1.306, O12 1.219
5 H 0.150 1.217 -2.588  S14 1.378
6 H -1.508 0.297 0.706  C1 1.065
7 H -0.103 2.162 -0.098  C2 1.152
8 H 0.010 1.634 1.750  C2 1.102
9 H -0.750 -1.704 1.378  C3 1.083
10 H 1.019 -1.356 1.517  C3 1.157
11 N -0.352 -0.348 -0.934  C1 1.474, C4 1.306, S14 1.757
12 O 0.626 -2.462 -1.246  C4 1.219
13 F 1.665 1.375 0.633  C2 1.397
14 S -0.853 0.277 -2.497  H5 1.378, N11 1.757

Computed properties:
**LUMO**: 0.50 eV
**Total charge**: 0
**Orbital gap**: 10.360 eV
**HOMO**: -9.86 eV



Entry three
Entry from OMol25: an isolated molecule of C4H6FNOS (ωB97M-V/def2-TZVPD).

Each atom is followed by the atoms it is bonded to, with distances in Å.
Atoms and positions in Å:
1 C 0.856 1.611 -0.114  H6 1.147, N11 1.394, O12 1.197
2 C -0.478 -0.231 0.570  C3 1.503, C4 1.529, H7 1.120, N11 1.440
3 C -0.969 -1.592 0.164  C2 1.503, C4 1.527, H8 1.089, H9 1.093
4 C -1.574 -0.351 -0.488  C2 1.529, C3 1.527, H10 1.120, F13 1.411
5 H 2.473 -0.920 1.151  S14 1.372
6 H 1.882 1.940 -0.507  C1 1.147
7 H -0.725 0.163 1.590  C2 1.120
8 H -0.353 -2.278 -0.416  C3 1.089
9 H -1.661 -1.987 0.911  C3 1.093
10 H -1.315 -0.056 -1.537  C4 1.120
11 N 0.789 0.229 0.061  C1 1.394, C2 1.440, S14 1.711
12 O -0.043 2.360 0.137  C1 1.197
13 F -2.893 -0.042 -0.094  C4 1.411
14 S 2.097 -0.850 -0.166  H5 1.372, N11 1.711

Computed properties:
**LUMO**: 0.44 eV
**Total charge**: 0
**Orbital gap**: 10.235 eV
**HOMO**: -9.79 eV



Result of the stability comparison: entry three is the least stable of them.



Entry one
Entry from OMol25: a cluster of 2 separate species, C9H14S in total (ωB97M-V/def2-TZVPD).

Each atom is followed by the atoms it is bonded to, with distances in Å.
Atoms and positions in Å:
1 C 1.827 -2.414 0.199  C3 1.512, H10 1.089, H11 1.090, H15 1.090
2 C 1.411 0.047 0.457  C3 1.387, C4 1.395, H8 1.084
3 C 1.976 -0.986 -0.275  C1 1.512, C2 1.387, C6 1.395
4 C 1.534 1.374 0.042  C2 1.395, C5 1.378, H9 1.083
5 C 2.281 1.672 -1.078  C4 1.378, C7 1.389, H12 1.083
6 C 2.732 -0.670 -1.404  C3 1.395, C7 1.388, H13 1.084
7 C 2.886 0.652 -1.799  C5 1.389, C6 1.388, H14 1.083
8 H 0.840 -0.154 1.355  C2 1.084
9 H 1.037 2.162 0.593  C4 1.083
10 H 1.778 -3.072 -0.668  C1 1.089
11 H 0.915 -2.526 0.785  C1 1.090
12 H 2.397 2.697 -1.408  C5 1.083
13 H 3.204 -1.452 -1.987  C6 1.084
14 H 3.499 0.872 -2.665  C7 1.083
15 H 2.650 -2.740 0.836  C1 1.090
16 C -2.336 0.519 0.905  C17 1.517, S18 1.826, H19 1.090, H20 1.088
17 C -2.525 0.335 2.399  C16 1.517, H21 1.089, H23 1.089, H24 1.090
18 S -3.752 -0.084 -0.078  C16 1.826, H22 1.331
19 H -2.199 1.580 0.695  C16 1.090
20 H -1.450 -0.016 0.570  C16 1.088
21 H -2.615 -0.719 2.654  C17 1.089
22 H -3.265 0.308 -1.254  S18 1.331
23 H -3.383 0.897 2.766  C17 1.089
24 H -1.648 0.739 2.905  C17 1.090

Computed properties:
**LUMO**: 0.84 eV
**Total charge**: 0
**Orbital gap**: 9.781 eV
**HOMO**: -8.94 eV



Entry two
Entry from OMol25: a cluster of 2 separate species, C9H14S in total (ωB97M-V/def2-TZVPD).

Each atom is followed by the atoms it is bonded to, with distances in Å.
Atoms and positions in Å:
1 C 1.637 -1.317 0.361  S3 1.827, H4 1.081, H5 1.085, H6 1.082
2 C 3.508 0.594 -0.227  S3 1.818, H7 1.086, H8 1.084, H9 1.083
3 S 3.332 -1.213 -0.314  C1 1.827, C2 1.818
4 H 1.703 -1.194 1.433  C1 1.081
5 H 1.097 -0.495 -0.097  C1 1.085
6 H 1.181 -2.238 0.024  C1 1.082
7 H 4.518 0.849 -0.532  C2 1.086
8 H 3.363 0.898 0.804  C2 1.084
9 H 2.765 1.036 -0.880  C2 1.083
10 C -1.214 1.359 1.825  C14 1.495, H21 1.085, H22 1.090, H24 1.090
11 C -1.100 0.308 -1.814  C12 1.381, C13 1.394, H17 1.081
12 C -0.891 0.971 -0.620  C11 1.381, C14 1.387, H18 1.085
13 C -1.881 -0.847 -1.815  C11 1.394, C15 1.380, H19 1.081
14 C -1.434 0.552 0.585  C10 1.495, C12 1.387, C16 1.390
15 C -2.364 -1.319 -0.612  C13 1.380, C16 1.394, H20 1.081
16 C -2.226 -0.590 0.568  C14 1.390, C15 1.394, H23 1.081
17 H -0.634 0.668 -2.720  C11 1.081
18 H -0.206 1.812 -0.637  C12 1.085
19 H -2.099 -1.363 -2.739  C13 1.081
20 H -2.866 -2.274 -0.551  C15 1.081
21 H -1.006 2.397 1.584  C10 1.085
22 H -0.360 0.981 2.388  C10 1.090
23 H -2.796 -0.890 1.436  C16 1.081
24 H -2.028 1.315 2.548  C10 1.090

Computed properties:
**LUMO**: 0.90 eV
**Total charge**: 0
**Orbital gap**: 9.217 eV
**HOMO**: -8.32 eV



Result of the stability comparison: entry two is the least stable of them.



Entry one
Entry from OMol25: an isolated molecule of C3H6N2O2S (ωB97M-V/def2-TZVPD).

Each atom is followed by the atoms it is bonded to, with distances in Å.
Atoms and positions in Å:
1 C -2.499 0.132 0.146  H4 1.140, H5 1.208, H6 1.177, O12 1.387
2 C 0.850 -0.690 -0.069  C3 1.532, N10 1.336, N11 1.321
3 C 1.555 0.664 0.051  C2 1.532, O13 1.263, S14 1.795
4 H -3.050 1.000 -0.345  C1 1.140
5 H -2.951 0.086 1.265  C1 1.208
6 H -3.034 -0.685 -0.512  C1 1.177
7 H 1.417 -2.577 -0.520  N11 1.092
8 H 2.669 -1.327 -0.033  N11 1.017
9 H 1.601 2.914 -0.012  S14 1.340
10 N -0.466 -0.914 -0.008  C2 1.336, O12 1.405
11 N 1.718 -1.682 0.028  C2 1.321, H7 1.092, H8 1.017
12 O -1.143 0.314 -0.083  C1 1.387, N10 1.405
13 O 2.813 0.640 0.159  C3 1.263
14 S 0.520 2.125 -0.068  C3 1.795, H9 1.340

Computed properties:
**LUMO**: -0.21 eV
**Total charge**: 0
**Orbital gap**: 8.526 eV
**HOMO**: -8.74 eV



Entry two
Entry from OMol25: an isolated molecule of C3H6N2O2S (ωB97M-V/def2-TZVPD).

Each atom is followed by the atoms it is bonded to, with distances in Å.
Atoms and positions in Å:
1 C -0.662 1.200 0.421  N10 1.264, N11 1.406, O13 1.379
2 C 1.124 -1.482 0.443  H6 1.041, H7 1.076, O12 1.585, S14 1.672
3 C -0.296 -0.491 -1.443  H8 1.258, H9 1.280, O12 1.435, O13 1.571
4 H -1.400 2.815 -0.389  N10 1.169
5 H -0.477 1.176 2.327  N11 1.169
6 H 1.991 -2.031 0.266  C2 1.041
7 H 0.358 -2.078 0.909  C2 1.076
8 H -1.417 -1.034 -1.267  C3 1.258
9 H 0.082 -0.328 -2.655  C3 1.280
10 N -1.401 2.208 0.610  C1 1.264, H4 1.169
11 N -0.127 0.448 1.482  C1 1.406, H5 1.169, S14 1.728
12 O 0.845 -1.292 -1.105  C2 1.585, C3 1.435
13 O -0.127 0.943 -0.824  C1 1.379, C3 1.571
14 S 1.507 -0.055 1.226  C2 1.672, N11 1.728

Computed properties:
**LUMO**: 0.64 eV
**Total charge**: 0
**Orbital gap**: 9.725 eV
**HOMO**: -9.09 eV



Entry three
Entry from OMol25: an isolated molecule of C3H6N2O2S (ωB97M-V/def2-TZVPD).

Each atom is followed by the atoms it is bonded to, with distances in Å.
Atoms and positions in Å:
1 C 2.240 1.186 -0.146  N4 1.329, O7 1.170, S8 2.115
2 C -0.167 0.560 -0.189  C3 1.506, N4 1.428, H9 1.158, H10 1.061
3 C 0.059 -0.812 0.392  C2 1.506, N5 1.447, H11 1.078, H12 1.227
4 N 0.950 1.405 0.088  C1 1.329, C2 1.428, H13 1.068
5 N 0.838 -1.743 -0.396  C3 1.447, S8 1.777, H14 1.040
6 O 2.992 -1.257 0.904  S8 1.486
7 O 3.301 1.662 -0.026  C1 1.170
8 S 2.405 -0.905 -0.415  C1 2.115, N5 1.777, O6 1.486
9 H -0.521 0.538 -1.291  C2 1.158
10 H -0.916 0.790 0.527  C2 1.061
11 H 0.604 -0.893 1.317  C3 1.078
12 H -1.069 -1.295 0.414  C3 1.227
13 H 0.831 2.435 0.349  N4 1.068
14 H 0.419 -1.759 -1.348  N5 1.040

Computed properties:
**LUMO**: 0.31 eV
**Total charge**: 0
**Orbital gap**: 8.539 eV
**HOMO**: -8.23 eV



Entry four
Entry from OMol25: an isolated molecule of C3H6N2O2S (ωB97M-V/def2-TZVPD).

Each atom is followed by the atoms it is bonded to, with distances in Å.
Atoms and positions in Å:
1 C 0.027 1.693 -1.842  C2 1.503, H4 1.080, H5 1.173, H6 1.051
2 C -0.117 0.626 -0.794  C1 1.503, N11 1.281, S14 1.764
3 C 0.707 0.023 1.780  H7 1.126, N10 1.292, S14 1.724
4 H -0.789 2.378 -1.666  C1 1.080
5 H -0.032 1.369 -2.968  C1 1.173
6 H 0.913 2.258 -1.827  C1 1.051
7 H 0.856 0.672 2.688  C3 1.126
8 H -0.232 -1.556 0.231  O12 0.989
9 H -2.666 -0.826 -1.380  O13 1.023
10 N 0.210 -1.148 2.002  C3 1.292, O12 1.300
11 N -1.028 -0.256 -0.610  C2 1.281, O13 1.348
12 O -0.133 -2.019 1.100  H8 0.989, N10 1.300
13 O -1.984 -0.081 -1.543  H9 1.023, N11 1.348
14 S 1.307 0.518 0.241  C2 1.764, C3 1.724

Computed properties:
**LUMO**: 0.56 eV
**Total charge**: 0
**Orbital gap**: 9.510 eV
**HOMO**: -8.95 eV



Result of the stability comparison: entry four is the least stable of them.



Entry one
Entry from OMol25: a cluster of 2 separate species, C4H12O in total (ωB97M-V/def2-TZVPD).

Each atom is followed by the atoms it is bonded to, with distances in Å.
Atoms and positions in Å:
1 C 1.625 1.509 -0.589  C2 1.560, H3 1.091, H4 1.077, H5 1.083
2 C 0.596 2.667 -0.402  C1 1.560, H6 1.081, H7 1.090, H8 1.088
3 H 2.609 1.980 -0.561  C1 1.091
4 H 1.598 0.823 0.240  C1 1.077
5 H 1.380 1.000 -1.513  C1 1.083
6 H 1.056 3.623 -0.608  C2 1.081
7 H 0.284 2.657 0.642  C2 1.090
8 H -0.298 2.515 -1.004  C2 1.088
9 C -1.090 -1.193 0.237  C10 1.499, O11 1.448, H12 1.095, H13 1.090
10 C -1.364 -2.582 0.729  C9 1.499, H14 1.093, H16 1.091, H17 1.086
11 O 0.291 -0.992 -0.146  C9 1.448, H15 0.965
12 H -1.667 -1.030 -0.679  C9 1.095
13 H -1.320 -0.362 0.904  C9 1.090
14 H -2.440 -2.657 0.908  C10 1.093
15 H 0.778 -1.772 0.147  O11 0.965
16 H -0.858 -2.800 1.671  C10 1.091
17 H -1.181 -3.387 0.024  C10 1.086

Computed properties:
**LUMO**: 1.00 eV
**Total charge**: 0
**Orbital gap**: 11.224 eV
**HOMO**: -10.23 eV



Entry two
Entry from OMol25: a cluster of 2 separate species, C4H12O in total (ωB97M-V/def2-TZVPD).

Each atom is followed by the atoms it is bonded to, with distances in Å.
Atoms and positions in Å:
1 C 1.677 0.173 -0.054  C2 1.523, O3 1.438, H4 1.082, H5 1.090
2 C 2.155 -1.029 0.750  C1 1.523, H6 1.093, H8 1.098, H9 1.082
3 O 1.550 -0.053 -1.469  C1 1.438, H7 0.984
4 H 0.689 0.534 0.200  C1 1.082
5 H 2.426 0.950 0.094  C1 1.090
6 H 2.459 -1.875 0.129  C2 1.093
7 H 1.350 -0.998 -1.654  O3 0.984
8 H 1.321 -1.525 1.265  C2 1.098
9 H 2.940 -0.842 1.471  C2 1.082
10 C -2.101 1.147 0.362  C11 1.507, H12 1.103, H13 1.102, H14 1.088
11 C -1.933 -0.059 -0.526  C10 1.507, H15 1.090, H16 1.102, H17 1.087
12 H -1.292 1.864 0.584  C10 1.103
13 H -2.783 1.917 -0.033  C10 1.102
14 H -2.469 0.991 1.374  C10 1.088
15 H -1.299 -0.019 -1.412  C11 1.090
16 H -2.883 -0.170 -1.074  C11 1.102
17 H -1.806 -1.006 -0.007  C11 1.087

Computed properties:
**LUMO**: 1.01 eV
**Total charge**: 0
**Orbital gap**: 11.148 eV
**HOMO**: -10.14 eV



Result of the stability comparison: entry two is the least stable of them.



Entry one
Entry from OMol25: the ion CH5N2O with charge +1 (ωB97M-V/def2-TZVPD).

Each atom is followed by the atoms it is bonded to, with distances in Å.
Atoms and positions in Å:
1 C 0.656 0.870 -0.057  N3 1.468, H5 1.198, H6 1.019, H7 1.098
2 N -0.471 -1.202 -0.027  N3 1.338, H8 0.990, H9 1.018
3 N -0.604 0.126 0.064  C1 1.468, N2 1.338, O4 1.156
4 O -1.648 0.619 0.090  N3 1.156
5 H 0.980 1.149 1.062  C1 1.198
6 H 0.511 1.686 -0.649  C1 1.019
7 H 1.398 0.170 -0.464  C1 1.098
8 H 0.441 -1.584 -0.088  N2 0.990
9 H -1.263 -1.835 0.068  N2 1.018

Computed properties:
**LUMO**: -6.28 eV
**Total charge**: +1
**Orbital gap**: 11.562 eV
**HOMO**: -17.84 eV



Entry two
Entry from OMol25: a cluster of 2 separate species, CH5N2O in total (ωB97M-V/def2-TZVPD).

Each atom is followed by the atoms it is bonded to, with distances in Å.
Atoms and positions in Å:
1 C -0.465 -0.146 -0.554  N2 1.386, N3 1.453, O4 1.411, H5 1.087
2 N -1.470 0.662 -0.048  C1 1.386, O4 1.392
3 N 0.867 -0.196 0.026  C1 1.453, H7 1.021, H8 1.031, H9 0.974
4 O -1.524 -0.709 0.190  C1 1.411, N2 1.392
5 H -0.393 -0.354 -1.619  C1 1.087
6 H -0.608 1.406 1.354  no bonds
7 H 1.003 -1.193 0.203  N3 1.021
8 H 1.024 0.274 0.930  N3 1.031
9 H 1.565 0.255 -0.483  N3 0.974

Computed properties:
**LUMO (alpha / beta)**: -5.69 / -5.75 eV
**Total charge**: +1
**Orbital gap (alpha / beta)**: 9.722 / 9.509 eV
**HOMO (alpha / beta)**: -15.42 / -15.26 eV



Result of the stability comparison: entry two is the least stable of them.